1.
Density functional theory data (the ωB97M-V functional and the def2-TZVPD basis) for a molecular structure, C2HO3Pb in a non-equilibrium geometry.

As for the net charge: +1. The calculation puts the LUMO energy at -7.262 eV. The relative energy (zero: lowest compared OMol25 entry of this formula, charge and spin) comes out at 135.0 kcal/mol. The spin multiplicity is 1. As for the calculated total energy: -13463.967 eV. The calculation puts the HOMO-LUMO gap at 6.023 eV.

Each line ends with the natural charge from an NBO analysis.
Geometry (Å):
Pb: 2.884017 -0.035357 -0.197447  1.704
O: -1.125847 1.149629 0.206851  -0.650
O: 0.295336 -0.797897 0.479514  -0.262
O: 1.036399 -0.563612 -0.736809  -0.742
C: -0.899002 -0.168251 0.408457  0.168
C: -1.775027 -1.125159 0.162158  0.294
H: -0.415879 1.540650 -0.322723  0.488

Forces on the atoms, in the same order (eV/Å):
1.228 0.181 0.445
0.929 0.136 1.054
0.664 0.159 1.937
-0.855 -0.087 -1.511
-1.065 0.590 -2.151
-0.611 -0.879 0.356
-0.291 -0.099 -0.130

2.
Density functional theory data (the ωB97M-V functional and the def2-TZVPD basis) for a molecular structure, C41H42CsN8O2PS.

As for the net charge: 0. The calculation puts the LUMO energy at -0.198 eV. The relative energy (zero: lowest compared OMol25 entry of this formula, charge and spin) comes out at 0.0 kcal/mol. The spin multiplicity is 1. As for the calculated total energy: -79885.171 eV. The calculation puts the HOMO-LUMO gap at 5.319 eV.

Each line ends with the Löwdin charge.
Geometry (Å):
Cs: 0.259737 -0.314339 0.424235  0.780
S: -0.863921 2.839377 0.231429  0.561
P: -0.393873 -3.782028 0.014534  0.757
O: -4.812676 -0.750861 2.024328  -0.003
O: 1.292954 0.403264 5.338015  -0.008
N: -1.484418 4.638535 -1.575582  0.081
N: 7.925129 2.426266 0.367460  0.129
N: -1.011707 2.607688 -2.449711  -0.025
N: 0.747214 -1.004099 -2.593088  0.068
N: -0.625575 1.303104 -2.441162  0.104
N: -2.978502 -0.760820 0.712149  0.141
N: -1.417990 -0.226890 3.061940  0.138
N: 1.448250 0.181305 3.099597  0.074
C: -4.097709 -1.033122 -0.201356  -0.248
C: -5.348808 -0.935417 0.700827  -0.058
C: -1.112076 3.358910 -1.322268  -0.898
C: -4.140173 -0.077904 -1.368274  -0.183
C: -2.734344 -0.403931 3.140051  -0.179
C: 2.746852 2.495603 1.997843  -0.030
C: 4.308357 -0.759301 0.461727  -0.198
C: 5.793004 1.042872 -0.097339  -0.277
C: 5.351082 3.149191 2.703853  -0.089
C: -4.409970 1.692473 -3.500955  -0.107
C: 0.476188 -2.707788 -4.750551  -0.069
C: 2.822575 0.468422 3.536487  -0.233
C: -1.593589 -3.986872 1.394653  -0.298
C: 4.658212 3.948032 1.802893  -0.088
C: -1.370228 -0.022807 5.448030  0.022
C: 0.718385 0.180098 4.130520  -0.317
C: -1.572133 -3.506464 -1.372227  -0.300
C: -4.093199 1.295423 -1.149687  -0.033
C: -0.573279 0.727453 -3.583298  -0.248
C: 6.981495 1.801315 0.149407  -0.221
C: 3.432997 1.693559 2.894243  -0.189
C: -2.738858 -0.202425 5.511896  -0.026
C: 3.697496 0.746112 -1.232759  -0.186
C: -3.442756 -0.395484 4.337698  0.018
C: 4.877691 1.455277 -1.066171  -0.076
C: -0.210023 -1.501404 -4.717746  -0.025
C: 1.418396 -2.146457 -2.636311  -0.162
C: 5.508254 -0.092490 0.662436  -0.083
C: -0.017393 -0.657509 -3.625947  -0.233
C: 4.740586 2.029448 3.240596  -0.049
C: 3.316007 -0.375887 -0.468787  -0.226
C: -4.235261 2.175647 -2.209691  -0.084
C: 1.331354 -3.025647 -3.711026  -0.058
C: 2.698732 0.608960 5.074170  -0.059
C: -0.914419 1.425792 -4.873182  -0.017
C: -3.469010 -0.634649 1.872938  -0.324
C: -0.752692 -0.039237 4.199414  -0.164
C: -4.424699 0.324532 -3.728888  -0.084
C: -4.290931 -0.556365 -2.663276  -0.029
C: 3.360473 3.616995 1.452612  -0.069
C: 0.021926 -5.546842 -0.283992  -0.306
H: -1.952825 1.765443 -4.876699  0.069
H: 2.815853 4.221498 0.737890  0.104
H: 0.612219 -5.925955 0.551007  0.034
H: -0.870400 -6.167169 -0.399033  0.039
H: -1.512239 5.263206 -0.790335  0.088
H: 6.377518 3.380354 2.956018  0.103
H: -4.206647 3.242724 -2.025410  0.103
H: 6.222852 -0.422616 1.410230  0.106
H: -2.368997 -4.720673 1.158226  0.041
H: 2.965545 1.605386 5.422030  0.129
H: 0.355312 -3.377589 -5.592591  0.108
H: 5.142212 4.809777 1.361924  0.104
H: -2.430857 -4.182212 -1.323661  0.045
H: 3.438885 -0.393349 3.267037  0.143
H: -1.064971 -4.308350 2.293373  0.037
H: 5.098468 2.335121 -1.662122  0.104
H: -4.310399 -1.626101 -2.839798  0.114
H: -1.497061 5.026415 -2.503245  0.101
H: 4.133987 -1.632894 1.094963  0.065
H: -1.268078 3.036131 -3.327638  0.117
H: 3.258371 -0.140401 5.631207  0.127
H: -5.969761 -0.072798 0.460632  0.129
H: -0.869328 -1.235821 -5.531798  0.101
H: -0.767297 0.786574 -5.735976  0.069
H: -2.061898 -3.024772 1.605288  0.001
H: -3.977086 -2.048613 -0.586326  0.126
H: -4.552967 -0.059367 -4.733351  0.105
H: -0.261983 2.294000 -5.011533  0.095
H: -4.538328 2.381451 -4.327391  0.103
H: 2.072367 -2.315469 -1.784149  0.077
H: -4.512075 -0.539326 4.334110  0.119
H: -0.777400 0.134026 6.335762  0.121
H: -5.957055 -1.837639 0.702279  0.129
H: 3.010118 1.120763 -1.996027  0.063
H: 1.918477 -3.934154 -3.722416  0.107
H: 1.734547 2.253723 1.705552  0.056
H: -1.919655 -2.471122 -1.349135  0.007
H: -3.933586 1.677189 -0.147924  0.113
H: 5.297633 1.390668 3.919025  0.121
H: 0.630337 -5.630876 -1.185504  0.028
H: -3.251146 -0.191256 6.464599  0.115
H: -1.055797 -3.654538 -2.321797  0.022

Forces on the atoms, in the same order (eV/Å):
0.217 -0.151 -0.603
-0.133 0.229 -0.006
-0.020 -0.184 -0.013
-0.014 -0.004 0.019
0.002 -0.028 -0.007
-0.112 -0.002 -0.028
-0.002 -0.009 -0.002
0.018 0.024 -0.039
0.055 0.089 -0.101
-0.066 -0.007 -0.050
-0.017 0.008 0.151
-0.012 -0.041 0.227
-0.026 0.167 0.286
0.016 -0.001 -0.033
0.009 -0.003 0.016
0.000 -0.011 0.038
-0.002 -0.028 -0.027
0.007 0.028 0.060
-0.016 0.010 -0.010
-0.024 -0.028 0.053
-0.029 -0.024 -0.008
0.006 -0.012 0.019
0.015 -0.014 -0.012
0.002 0.001 0.001
0.033 -0.031 0.001
-0.003 -0.018 0.003
-0.012 0.010 0.004
-0.018 0.005 0.006
0.052 0.021 0.050
0.002 0.052 -0.001
0.001 -0.009 0.001
0.016 0.039 0.015
0.065 0.030 -0.002
-0.034 0.014 -0.010
0.004 0.000 0.007
-0.191 0.071 -0.028
0.036 0.001 -0.011
0.014 0.004 0.012
0.014 0.006 0.036
0.033 0.011 0.027
-0.012 0.026 -0.014
-0.019 -0.052 -0.026
0.016 0.019 -0.002
0.215 -0.248 0.091
0.007 0.036 0.014
-0.046 -0.029 0.006
0.000 0.002 0.000
-0.003 0.011 0.006
-0.066 -0.008 -0.130
-0.016 0.039 0.043
0.001 0.002 -0.009
0.007 0.000 0.011
0.008 0.015 -0.005
-0.020 -0.008 -0.017
-0.005 0.006 -0.005
-0.002 0.001 0.001
-0.002 -0.005 -0.002
-0.001 0.000 -0.001
0.027 0.011 0.005
-0.004 0.000 -0.003
0.001 -0.002 0.000
0.003 -0.003 0.002
-0.001 0.000 0.002
0.011 -0.011 0.006
0.000 0.001 -0.002
0.003 -0.002 0.000
-0.003 -0.002 0.000
0.006 0.019 -0.014
0.000 -0.001 0.000
-0.004 0.002 0.000
0.002 -0.002 0.003
0.056 0.013 -0.004
0.002 -0.007 -0.017
-0.019 -0.001 0.005
-0.005 -0.009 -0.005
0.000 -0.004 -0.003
-0.008 0.014 0.001
0.003 -0.016 0.004
0.003 -0.002 -0.003
-0.010 0.007 -0.002
0.000 0.001 0.001
-0.005 0.001 0.004
-0.001 0.002 0.003
0.003 0.020 0.007
-0.004 -0.001 -0.005
0.002 -0.002 -0.001
0.000 0.004 -0.008
0.011 -0.008 -0.004
-0.003 -0.001 0.004
-0.031 -0.046 0.021
-0.002 -0.009 -0.002
0.002 0.005 0.001
0.001 0.003 0.004
0.003 0.005 -0.001
0.001 0.000 0.001
0.005 0.000 -0.001